Record 1
Molecular formula: C25H18CaCl7N2O4PS2
Method: DFT, wB97M-V/def2-TZVPD

Structure (XYZ):
```
60
Properties=species:S:1:pos:R:3:forces:R:3
Ca -0.20275 0.59554 -0.09821 -0.3 -0.3 -0.3
Cl 3.19913 2.33022 3.21450 -0.1 0.1 0.1
C 3.62963 1.08117 2.08963 0.0 -0.1 0.1
C 4.97763 0.72841 1.98983 0.0 0.1 0.0
C 5.38718 -0.26837 1.15653 0.0 -0.1 -0.1
Cl 7.08317 -0.69337 1.08212 0.1 0.0 0.0
C 4.45327 -0.96672 0.35324 0.1 0.1 0.1
C 4.78644 -2.02006 -0.52540 -0.1 0.0 0.0
C 3.80081 -2.61940 -1.25658 0.0 0.0 0.0
C 2.48414 -2.14639 -1.13061 -0.1 0.1 -0.1
N 2.14048 -1.16741 -0.32730 -0.1 0.0 0.0
C 3.09180 -0.58698 0.43968 0.0 0.1 0.1
C 2.61411 0.44395 1.36846 0.4 -0.3 -0.2
O 1.37626 0.67303 1.47160 0.1 0.2 0.4
H 5.70078 1.25823 2.59506 0.0 0.0 0.0
H 5.81666 -2.33943 -0.60567 0.0 0.0 0.0
H 4.01178 -3.43303 -1.93679 0.0 0.0 0.0
H 1.69593 -2.58858 -1.72875 -0.1 0.0 -0.1
S 0.39498 2.97241 -1.31637 0.0 -0.1 0.0
C -0.97171 3.92461 -0.71787 0.2 -0.2 -0.1
C -0.76566 5.30034 -0.58288 0.0 0.2 0.0
C -1.75021 6.16519 -0.14101 0.0 0.1 0.0
C -3.00229 5.65714 0.18384 0.0 0.1 0.0
C -3.22613 4.29817 0.06405 -0.1 0.1 0.1
C -2.24353 3.40712 -0.37366 0.0 -0.3 0.0
S -2.69047 1.69585 -0.43224 0.1 0.0 0.0
H 0.21571 5.68368 -0.83733 0.0 0.0 0.0
H -1.53691 7.22463 -0.04765 0.0 0.0 0.0
H -3.79589 6.30906 0.53252 0.0 0.0 0.0
H -4.19397 3.88395 0.32033 0.0 0.0 0.0
Cl -2.30205 -4.98475 -1.64061 0.0 0.0 0.0
C -1.72967 -4.01231 -2.95617 0.1 0.1 0.1
C -1.14417 -2.73842 -2.60557 0.1 -0.2 -0.3
C -0.54970 -2.02016 -3.71415 0.0 0.0 0.1
Cl 0.24495 -0.52983 -3.32199 0.0 0.0 0.0
C -0.68019 -2.45666 -5.00350 0.0 0.0 0.0
Cl 0.01118 -1.52250 -6.28723 0.0 0.0 0.0
C -1.35047 -3.65161 -5.32021 0.0 0.1 0.0
Cl -1.55779 -4.15602 -6.96282 0.0 0.0 -0.1
C -1.84256 -4.41595 -4.25799 -0.1 -0.2 -0.1
Cl -2.58901 -5.94806 -4.60382 0.0 0.0 0.0
C -3.81904 -0.94016 1.64547 0.0 0.0 0.0
O -2.91578 -0.92512 2.76156 -0.1 -0.1 0.0
P -1.57212 -0.04006 2.59980 0.2 0.2 0.2
O -1.99975 1.28031 3.43916 0.0 -0.1 -0.1
C -1.29439 2.48256 3.09259 -0.1 0.0 0.0
O -0.69033 -0.77478 3.77131 0.0 -0.1 -0.1
C 0.08475 -1.88014 3.31413 0.0 0.1 0.1
H -4.54554 -1.72697 1.84811 0.0 0.0 0.0
H -3.28074 -1.16657 0.72422 0.0 0.0 0.0
H -4.31694 0.02325 1.53590 0.0 0.0 0.0
H -1.89302 3.31459 3.46276 0.1 0.0 0.0
H -1.20988 2.59474 2.00880 0.0 0.0 0.0
H -0.30060 2.48578 3.54192 0.0 0.0 0.0
H 0.71238 -2.19910 4.14683 0.0 0.0 0.0
H 0.72586 -1.58261 2.48179 0.0 0.0 -0.1
H -0.55482 -2.71066 3.00484 0.0 0.0 0.0
N -0.88321 -1.95044 -0.19477 0.3 -0.1 0.0
C -1.22134 -2.20328 -1.37634 -0.2 0.2 0.1
H -0.01639 -2.44802 0.06290 0.0 0.1 0.1
```
Forces are in eV/Å.

The calculation puts the HOMO energy at -1.4838 eV. The gap between HOMO and LUMO is 5.294 eV. Its charge is -2.



Record 2
Molecular formula: C25H18Cl2IN5O2SW
Method: DFT, wB97M-V/def2-TZVPD

Structure (XYZ):
```
55
Properties=species:S:1:pos:R:3:forces:R:3
W -0.83763 0.72585 -0.96054 0.1 -0.3 0.9
N -2.90362 -3.32292 -0.44279 0.1 0.0 0.0
C -2.16257 -2.26086 -0.70661 -0.3 0.2 -0.1
S -2.79223 -0.83658 -1.34729 0.1 -0.1 0.1
N -0.83178 -2.43221 -0.47345 0.2 -0.1 0.0
N -0.08058 -1.39719 -0.78036 -0.1 0.1 -0.1
C 1.22400 -1.65746 -0.75617 0.1 0.0 0.0
C 1.76889 -2.99249 -0.56585 0.0 0.0 0.0
C 2.74559 -3.20488 0.41699 0.0 0.0 0.0
C 3.26091 -4.47243 0.60869 0.0 0.0 0.0
C 2.84560 -5.52063 -0.20560 0.0 0.0 0.0
C 1.89698 -5.30962 -1.19977 0.0 0.0 0.0
C 1.34037 -4.05706 -1.37009 0.0 0.0 0.0
C 2.07416 -0.50437 -0.97086 0.0 0.0 0.0
C 3.43570 -0.64737 -1.19145 0.0 0.0 0.0
C 4.21790 0.47814 -1.39787 0.0 0.0 0.0
C 3.59435 1.70676 -1.38510 0.0 0.0 0.0
C 2.21949 1.77156 -1.20123 0.0 0.0 0.0
N 1.44940 0.70041 -1.00809 -0.1 -0.1 0.0
H -3.90211 -3.31720 -0.57811 0.0 0.0 0.0
H -2.45813 -4.16507 -0.10810 0.0 0.0 0.0
H 3.06046 -2.38839 1.05495 0.0 0.0 0.0
H 3.98881 -4.64562 1.38924 0.0 0.0 0.0
H 3.26804 -6.50687 -0.06736 0.0 0.0 0.0
H 1.59414 -6.12538 -1.84169 0.0 0.0 0.0
H 0.61399 -3.88460 -2.15345 0.0 0.0 0.0
H 3.86386 -1.63744 -1.21885 0.0 0.0 0.0
H 5.28105 0.38841 -1.57324 0.0 0.0 0.0
H 4.14280 2.62514 -1.53881 0.0 0.0 0.0
H 1.74197 2.73652 -1.23118 0.0 0.0 0.0
Cl -4.66630 2.16013 5.21465 0.0 0.0 0.0
C -3.64079 1.61176 3.94728 0.0 0.0 0.0
C -2.55249 0.77893 4.25577 0.0 0.0 0.0
C -1.71489 0.31864 3.26996 0.0 -0.1 0.0
Cl -0.39653 -0.71898 3.66362 0.0 0.0 0.0
C -1.90504 0.67264 1.91785 -0.1 0.1 -0.1
O -1.08054 0.19766 1.02494 0.1 0.2 -0.6
C -3.00973 1.51718 1.61964 0.0 0.0 0.1
C -3.33440 1.93039 0.30864 0.0 0.0 0.0
O -2.69639 1.71157 -0.75198 -0.1 0.0 0.0
C -3.87195 1.96867 2.65223 0.0 0.0 0.0
H -2.37493 0.49322 5.28438 0.0 0.0 0.0
H -4.24745 2.51707 0.18135 0.0 0.0 0.0
H -4.71340 2.60241 2.40205 0.0 0.0 0.0
I -0.55688 0.24559 -3.63421 0.0 0.0 -0.2
C -0.50528 2.67943 -1.55192 0.0 0.1 0.0
C -0.44943 3.85410 -2.27829 0.0 0.0 -0.1
C -0.27361 5.00545 -1.52733 0.0 0.0 0.1
C -0.15670 4.94636 -0.12822 0.0 0.0 -0.1
C -0.21239 3.73013 0.51758 0.1 0.0 0.1
N -0.36929 2.63983 -0.24696 -0.2 0.0 -0.2
H -0.55328 3.86440 -3.35403 0.0 0.0 0.0
H -0.23392 5.96999 -2.01705 0.0 0.0 0.0
H -0.02393 5.85222 0.44622 0.0 0.0 0.0
H -0.12021 3.60504 1.58783 0.0 0.0 0.0
```
Forces are in eV/Å.

The calculation puts the HOMO energy (spin up / spin down) at -13.6021 / -13.7132 eV. The gap between HOMO and LUMO (spin up / spin down) is 6.633 / 4.789 eV. Its charge is +2. Its spin multiplicity is 3.